Entry a
Density functional theory data (ωB97M-V/def2-TZVPD) for C48H126N10O14 as an isolated structure.

Properties
- HOMO-LUMO gap: 6.351 eV
- LUMO energy: 0.53 eV
- HOMO: -5.819 eV

```
! wB97M-V def2-TZVPD RIJCOSX def2/J DEFGRID3
* xyz 0 1
H 1.41311 -2.25897 -0.20021
H 1.63161 0.10401 -1.13700
H 1.47785 1.09513 1.54463
H 2.57358 3.90758 0.38144
H -2.06049 -5.11548 -3.31006
H -2.10335 0.29962 -4.39159
H -0.31402 4.79315 4.33587
H 4.82179 0.48637 7.63863
C 3.75716 0.71401 7.69182
H -2.23996 5.53738 1.41713
H 5.10722 -1.71990 -0.11195
H -0.92396 1.17277 -2.47169
H -2.61596 2.47361 1.95269
H 0.90528 -0.05036 -6.50517
O 2.17719 -3.66534 -1.41218
H 0.25795 1.57456 -2.51999
H -2.28234 3.92202 0.73676
H -1.19187 2.98872 4.66900
C -1.02911 4.02049 2.52048
H 2.41779 2.54734 1.38971
H -1.72402 0.66603 -0.28367
H -2.62137 1.98870 6.81323
C 1.98054 3.00078 0.50016
H 0.95694 -0.63993 0.28395
C -0.91747 -1.39171 -3.52691
H 2.45312 3.63588 -1.80139
H 1.29327 2.84191 -0.70785
H -2.33410 2.20098 4.36431
N -0.38729 -1.69767 2.05887
H -3.55971 1.42521 5.22170
H 4.64819 1.75023 5.21253
H 0.83580 1.33486 -5.45799
H -2.73746 -2.27378 -2.89301
H -1.85221 3.48566 -1.47596
C -2.07951 -0.83357 3.59365
N -1.11048 4.81336 3.71512
H -1.85457 1.24474 2.01064
C 0.09527 -4.86436 -3.83468
H -1.84979 -3.07059 -0.44897
H 3.33266 2.92461 3.77455
H 2.28583 2.13081 2.56787
C -0.82574 1.60423 1.99119
H 1.10107 1.00232 4.34073
H 3.61944 -2.87994 -3.49975
H -0.40983 2.61947 -3.49210
H -3.45298 3.70235 -1.98771
H -0.41477 -1.03720 -2.16459
N 3.35922 -3.28383 1.38272
N 1.94095 1.80548 -3.80790
H 2.50313 1.20334 -3.22355
O 2.93387 0.19145 2.48039
H 4.06717 -4.27187 -0.91872
H -0.54681 2.16348 2.88424
H -4.60779 3.40853 -0.44733
H -4.71944 -1.23424 -1.91854
H 1.37412 -0.62706 -2.31520
N -5.71008 1.62147 0.91342
C 0.69074 1.99601 4.16092
C 3.59866 1.67949 5.49817
C -4.30188 -0.27412 -2.22169
O -2.33450 2.44162 -3.24310
C -2.25439 4.47813 1.67380
H -3.17385 4.37028 2.24922
C 1.83748 -1.24851 5.60730
H 0.87604 1.04059 -0.06231
H 3.18828 0.14064 -5.52443
H -1.94799 -2.06287 -7.21303
H -0.81220 -5.92541 -2.26974
H -2.12448 0.17955 -6.99979
H 1.42450 -5.84584 -2.63039
H 0.05518 -0.15597 3.32829
H -0.83418 -6.15225 -5.17873
H 3.21636 -0.18738 -0.49869
C -0.01619 -2.06601 4.43508
C -1.51702 -1.46642 -0.19227
O -2.86749 -0.28294 -2.42288
C 3.04657 -4.32057 -0.53914
C 0.29553 0.22270 0.36451
H -0.35035 -2.95505 -2.45157
H -1.62196 -3.18315 -5.87781
H 4.14827 -0.25643 0.35709
H 1.28335 2.77616 5.91635
H -2.95421 -1.20976 -4.26224
H -3.00996 1.20044 5.30577
C 0.98043 2.34077 -2.80112
H -1.48069 0.00712 -2.33620
H -0.81352 -2.25918 -0.44669
H -2.96050 2.82373 -0.72949
H -4.42217 1.95497 -1.37923
H 0.76324 2.19376 3.09147
C -3.99067 2.51597 -0.55026
C -1.12167 1.80926 -3.33419
H -3.88813 3.04639 4.64321
O 2.60993 -1.11187 -3.91842
H 3.47226 -2.55401 -5.22588
N -1.05164 1.45734 -5.74733
C 1.90581 1.10941 2.54701
C -1.14097 0.80069 -4.49584
C 1.97587 -2.28957 -1.13321
H -3.01930 2.14272 -1.27847
H -4.80362 0.03886 -3.13733
N -0.25467 -1.95739 -2.32651
C -0.53917 -1.06703 3.39777
H 1.57630 -4.23024 -2.53737
H 2.90806 -1.05992 5.52737
C 2.63414 -1.17100 2.33692
C -4.24312 1.65771 0.75691
H -1.06889 1.35130 -7.70233
H 0.53505 3.23601 -3.23502
H -2.60680 -0.15134 2.92684
H -3.75635 0.69567 0.59683
C -2.67544 2.94013 -1.93726
H -4.21312 3.32656 2.19476
H -0.57756 -3.11574 -7.33776
H 3.37531 0.97172 8.67968
H 4.11228 -3.84833 1.01618
H -0.36488 0.04318 -4.38647
O 3.47037 1.85512 6.92854
H -1.19358 3.05264 2.99413
H -2.61253 0.28901 6.75405
C 0.01552 -0.51800 -6.92679
C -3.41926 2.09919 4.37663
C -1.07457 -5.04152 -2.85116
C 0.38992 4.07114 1.95667
H 3.03632 -3.92879 0.47797
C 1.88217 2.72573 -1.61769
N 1.37280 -4.99242 -3.16806
H -2.58620 -1.79570 3.66898
H -1.21157 1.45533 3.65175
H -0.03468 -3.92704 -4.37565
C -1.16192 -2.53520 -6.62389
H 1.70464 -1.26447 1.77533
H 4.59895 -1.64849 -4.22026
H 3.21294 0.71294 5.17400
H 2.37402 -1.56891 3.31779
H 2.24896 0.71385 0.49998
H -5.81897 1.25831 1.84956
O -0.25260 -1.58154 -6.02776
H -6.16484 0.91836 0.34868
C -1.11400 0.58242 -6.93105
H -0.43715 -3.04741 4.21658
H 0.59015 5.10676 1.68190
H -0.48671 -1.92771 5.40852
C 2.43414 0.56889 -0.56435
H -4.48585 0.40596 -1.38997
C 4.16378 -1.34385 0.28378
H -0.81661 -2.11700 -4.33430
H -2.08871 -4.86476 -0.41581
C -2.44433 -1.30765 -3.30383
H 2.09164 2.45103 -0.43446
H 3.33218 3.85010 5.14354
H 3.44804 -1.60746 -0.49488
H 0.57740 -1.99593 2.03653
C 3.78926 -1.97517 1.67248
H 0.32775 -7.03903 -4.41840
H 2.75224 -3.73157 2.05443
C 1.26773 0.80018 -4.61204
H -0.67900 2.27497 1.14462
H -0.56123 -0.39981 -3.80497
C -0.78416 1.99233 4.49853
C -2.14937 -3.95441 -1.01219
O 1.40311 -2.06937 4.57420
C -2.33696 1.16194 6.16232
H 1.43277 -0.23654 5.59176
C -3.69813 2.37821 2.04146
C 3.60208 -2.08840 -4.24892
H -1.05058 5.75520 3.35532
O 0.60116 3.33217 0.81228
H 2.91718 -1.75296 -1.01452
H 1.12555 0.94880 3.29099
H -3.16120 -3.89412 -1.41299
H -1.63601 -1.47191 0.89120
H 0.29885 -0.86929 -7.91898
H -2.11093 -0.40155 4.59388
H -0.40590 -0.89182 1.45029
H 1.66006 -2.12536 -3.16129
N -0.58913 -0.08668 -1.87098
H 0.52020 0.24864 -4.04187
H 2.80314 -5.37278 -0.39175
H 4.57206 -2.04278 2.42796
H 1.07173 3.75103 2.74454
C 2.30249 -0.29740 -5.06444
O -1.15276 -3.89670 -1.98602
H 1.78716 -1.70628 6.59524
O -0.98667 1.23860 5.68837
C 0.20027 -6.04701 -4.85168
C 2.94256 2.89478 4.79191
H -2.53691 -1.65112 -0.52963
H -1.87437 2.03005 -5.87075
H 0.86632 -5.83434 -5.68790
O 2.84701 1.71662 -1.27169
C -0.95120 -0.07991 -0.46925
H 1.79080 -0.98807 -5.73470
O 0.12105 0.52781 1.75006
N 1.48076 2.91824 4.93607
C 1.17519 -1.69829 -2.28344
O -3.90247 1.58903 3.15787
H 3.12785 -0.12632 7.39866
*
```

---

Entry b
Density functional theory data (ωB97M-V/def2-TZVPD) for a 10-piece molecular cluster, C48H126N10O14 overall.

Properties
- HOMO-LUMO gap: 8.928 eV
- LUMO energy: 0.42 eV
- HOMO: -8.506 eV

```
! wB97M-V def2-TZVPD RIJCOSX def2/J DEFGRID3
* xyz 0 1
O 1.75441 3.71439 6.20852
O 3.84804 -4.71381 2.46348
N 0.88600 0.18808 0.20487
H -6.68495 1.26989 -0.00418
O -5.53462 -0.10813 -4.25341
H -7.10548 1.79496 -5.57351
H 3.81708 -2.41829 3.79793
H 5.20069 6.08120 1.34643
O 7.39749 2.41139 1.54482
C -6.90467 0.29533 -4.05605
H 5.44948 4.50701 0.74838
C 0.10567 -3.80735 -4.02790
O -6.02588 -0.68515 0.27447
H 3.06339 -3.19824 1.36447
C 1.75780 5.08907 6.53569
C 0.50580 0.21349 -9.42247
H 1.09792 4.32035 0.48032
N -1.99113 0.95666 3.89069
C 2.80712 -3.77696 2.25945
H -6.52718 -0.58360 -6.33039
O 4.92170 1.14053 6.40134
H 5.28409 -2.99073 -3.31599
H -4.98563 -0.51802 3.74930
H -5.43670 -2.21889 -3.07461
H -1.71429 0.84538 -0.44771
H 7.84887 2.75608 3.50823
H 6.32723 1.30344 4.91293
H 5.17618 -0.63157 2.62632
H -3.85179 -0.75834 5.01345
O -1.46054 -0.76501 -1.88248
H 2.32527 1.72197 2.02829
H -0.76293 -3.16236 -3.86765
C 2.17458 -4.08401 6.91331
H -8.44728 1.16702 -7.73162
C 5.79132 0.79218 0.98681
H 2.03528 5.34169 7.56371
H 0.38194 1.67598 5.64306
H 4.67245 -4.84449 0.50821
H -3.47605 -1.22865 3.22476
H 1.25355 2.30106 -9.67931
H -1.36262 0.20621 -10.01870
N -0.64372 -0.50771 -9.96636
C 2.31637 -6.33957 7.55872
H 1.59966 -3.40077 -1.85170
N 2.20905 -3.45565 4.61228
C 2.83930 -2.79267 3.47090
H -0.03394 3.40915 7.10568
H 5.22904 5.85306 -0.36682
H -5.10946 1.71482 -5.20046
H 0.43245 -0.82171 1.97730
N 3.83796 -1.95296 -1.49123
H -0.58649 3.71292 2.95412
H -4.88904 -3.44041 -2.31120
H -3.77895 0.55470 -5.07078
H -3.67588 1.05461 2.55354
H -0.33641 1.97648 -10.24057
C -4.06442 2.02102 4.44928
H -6.08734 0.92143 1.53339
H 8.04159 0.82410 0.60170
H 2.37862 -0.07560 8.04465
H -5.78324 3.83367 4.94148
C -6.98793 -2.04377 -10.43458
C -7.56072 0.82816 -5.33731
H 3.52058 4.54469 -1.40231
H -0.09199 -4.18361 -5.03321
H 3.19472 -1.20780 -1.24190
C -6.05810 -3.57685 -0.18594
H 1.61942 -6.81797 6.86636
H 1.79916 6.43915 -0.47402
C 0.00435 -0.89149 -1.89658
H -7.57039 -1.59840 -11.24484
H 1.21703 5.92375 -1.87032
H -4.41933 -1.28614 -0.75903
H 4.77811 -1.58836 -1.51975
C 1.53076 4.40435 -0.51667
H -8.63641 0.91619 -5.17421
H 4.09231 -0.35866 1.25226
H 1.13311 0.81420 -7.37980
C 0.66956 1.54668 -10.20582
H -1.63486 0.01973 3.75776
O 0.20930 1.86211 2.45642
H 1.40459 2.63922 -1.71602
C -6.21604 -2.49817 -1.24648
H -6.85053 0.85166 -8.20838
N 5.60664 0.63854 -0.48897
H 1.81166 -6.12913 8.50732
H 1.19986 3.70476 2.65820
C 1.43813 1.15707 2.33352
C -5.49634 -1.19924 -0.93800
H 2.16555 -0.66803 1.47468
H 3.38338 -1.53707 -3.57320
H 3.89563 -3.83209 -4.22622
C 6.08816 0.67214 5.77202
O 2.98931 -5.25506 6.97386
C -8.00692 -0.79534 -8.64538
H 0.11303 -4.69046 -3.38194
H -0.70763 -1.54399 -5.40929
C 5.13180 -0.50743 1.54398
O -0.10143 -0.78499 -7.30966
C -3.91066 -0.54137 3.94801
H 5.78951 1.51821 -0.95715
H 3.82338 -3.26979 5.84910
H 1.11848 -4.27411 6.71540
H 0.61404 3.06745 4.09217
H -7.49785 -0.56169 -3.74044
H -5.71636 -0.52738 -1.77241
H 5.98897 -0.28384 5.24980
C -1.92178 0.51835 -1.46844
H 4.82642 -6.25681 1.58007
H 0.82774 3.98378 -2.62196
H 3.04161 -7.09737 7.86074
H -6.51504 -4.55883 -0.33552
H -1.59023 1.33782 -2.11865
H 1.19655 -1.80711 -2.61782
N 1.15331 5.76610 -0.87234
N -5.78635 -3.01564 -2.54319
H -1.52178 1.59706 3.26566
C -5.88365 0.70109 0.48541
H -1.43958 0.00715 -5.96990
C 4.27764 -3.40141 -3.29909
C 2.92199 0.66435 7.45262
H 2.30028 -1.86814 3.24346
H 2.30185 -3.69541 7.93021
H -5.06169 -3.68098 0.24678
H 0.13017 1.05738 7.28975
H -0.54587 1.21122 -7.88098
H 6.31517 -0.02847 -0.77044
H -0.14210 3.38154 -1.19007
H -0.09072 -1.71649 0.11935
H 5.10983 1.55727 1.35493
H 0.16560 -0.15806 -5.37312
H -5.70852 2.64836 6.27176
H 2.61507 1.53747 5.70247
O -5.48495 1.86557 4.43159
H -7.25928 -3.04884 -10.10992
H 6.03341 2.57253 3.10198
C -0.56957 -0.65667 -6.02704
H -8.59001 -1.64260 -8.29379
H 6.96487 0.70854 6.42292
H 1.00194 1.34295 -11.22042
C -7.70615 0.36795 -7.72222
O -6.80718 -1.07434 -9.40717
H -6.67101 -3.43589 0.71335
C 4.85382 5.40729 0.56047
H 1.50186 -1.66865 -0.60169
H 3.24011 3.24902 -0.21181
H 0.55072 -0.15361 -2.48969
C 0.24731 0.45667 -7.91273
O 1.40872 -3.27637 -3.94783
H 2.47558 -2.05560 6.09212
C 2.74088 -3.09582 5.90418
H -5.99733 -2.18411 -10.87313
H 5.48826 -1.40354 1.03474
C 0.33805 3.14547 3.03564
H -3.66891 2.07824 5.46819
C 4.29601 0.07483 7.10232
H -2.99070 0.69460 -1.61109
C 0.84347 1.54096 6.62414
H 1.80444 0.93055 3.34660
N 2.10128 0.85672 6.25445
N -7.46240 -0.19575 -6.38508
H 4.20922 -4.25141 -2.61559
H 6.87436 3.99766 2.70671
H -7.26693 -2.22230 -1.36782
C 3.29012 -2.32300 -2.81637
H 4.14191 -0.84544 6.53792
H 4.91396 -0.04112 7.99751
H 2.39390 -4.40464 4.30818
C 0.57824 -1.10140 -0.49018
C 1.81799 -2.72603 -2.68450
C 1.21076 -0.15637 1.59497
H 1.44767 -0.31199 -9.59023
C -6.08539 2.82833 5.26021
H -3.88570 3.03386 4.06780
H 3.13479 1.60214 7.97180
H 3.27876 -5.85802 0.88093
H 0.76451 5.53573 6.41417
H -8.46297 -0.27726 -9.50385
H 0.02093 -1.80526 -2.46235
C -4.65425 0.95793 -4.56226
C 0.84206 3.57227 -1.61479
H -0.94263 -1.19287 -9.28331
C 0.98144 2.99475 7.11376
C -3.44869 0.87779 3.60794
C 7.27531 0.99536 1.35776
C 7.02732 2.92209 2.81019
C 3.07859 4.31200 -0.42908
H 7.57775 0.39719 2.22332
H -4.31974 1.36099 -3.60229
O 3.47405 5.23185 0.56275
H 2.39301 5.74800 5.94341
H -4.95126 1.13193 0.11276
H -7.04997 1.11888 -3.34954
C 4.18904 -5.41700 1.30470
H -7.17207 2.89830 5.28341
H 1.37189 3.03278 8.13626
H 0.07381 0.77907 0.09874
H 1.84525 -4.26358 2.07796
*
```

---

Entry c
Density functional theory data (ωB97M-V/def2-TZVPD) for a 10-piece molecular cluster, C48H126N10O14 overall.

Properties
- HOMO-LUMO gap: 8.465 eV
- LUMO energy: 0.52 eV
- HOMO: -7.945 eV

```
! wB97M-V def2-TZVPD RIJCOSX def2/J DEFGRID3
* xyz 0 1
C 1.24750 3.07856 5.38900
H 2.99277 2.04027 1.77071
H -4.68520 -1.41659 -0.94693
H -5.45895 0.17846 2.62185
H -2.25595 -6.07525 -3.41865
H 4.53450 5.53558 4.93737
O -3.89021 -0.23474 -3.41663
C 4.85407 -2.34882 1.50559
C 1.13594 -5.94863 -0.65042
H 5.79703 -0.59850 -0.92323
H -0.94347 -2.83650 -7.34584
C 5.33307 0.37138 -1.10256
C -2.26970 -3.45423 -4.10214
N 2.51187 2.06295 -1.49413
C 4.82346 0.81006 0.27460
H -3.49006 -3.84105 -0.38563
H 5.76523 2.73877 2.85661
C -4.96928 -0.51033 -0.41205
H 1.60960 2.77970 4.40530
H 1.35958 7.33536 -1.88352
H 5.62157 -0.68489 -3.44552
H 1.77823 -3.09329 0.75805
C -0.85222 5.68451 2.02790
C 4.73006 2.41938 2.97712
C 1.66243 6.30862 -1.67812
H -4.25760 -8.27006 -5.65779
H 4.14308 -0.20631 -4.16048
O 0.53310 0.07731 -2.48314
N -4.04905 -3.72976 -2.50078
H 3.48664 6.67083 3.94978
C 2.55313 3.44592 -1.97676
H 0.92125 -5.45115 -1.59621
H 6.69543 -3.63519 4.16768
C 3.55097 5.98253 4.79251
H 1.56831 -1.50650 -2.83528
H 1.86220 -5.28978 -0.17441
H 1.05000 0.39931 5.07466
H 0.12889 -1.32004 -3.96285
H -4.87722 -4.25806 -2.26595
H -6.11821 2.48316 2.38999
H 0.57261 3.29050 -2.83476
C -3.31199 -5.86921 -3.59311
H -1.06671 0.46527 3.11444
H -4.35764 -4.16200 -4.42765
H 2.27289 -1.52063 1.45868
N -3.30767 -4.03914 0.58781
O 4.77883 1.03125 3.33499
H -4.96782 -0.21105 -5.32497
C -2.30433 -5.12624 0.78243
H 0.72574 -2.36694 -7.86821
H -3.60180 0.85372 -5.13151
H 4.56808 3.22994 -2.74900
H -2.38346 -7.20386 0.02295
C -5.19443 0.83031 3.45445
H -0.93871 1.78029 -8.78970
H -3.12757 5.71292 0.83276
H -5.35867 2.50258 -1.38642
H 8.14207 -2.77569 2.26295
C -4.53005 0.69161 -1.28499
C 3.56562 3.46187 -3.10871
H 5.86548 -2.15677 4.14579
H -1.45232 0.77951 0.48363
H -1.70940 -1.06273 9.44840
H -2.97856 -3.21016 1.06169
C 2.59748 -2.38449 0.87861
C -4.82410 0.61102 -2.81675
H 1.21846 1.68637 -7.59427
H -5.77734 0.20449 -3.15465
H -3.99003 -6.26293 -2.83592
H -4.24052 -1.61237 4.14927
H 1.59330 -0.20531 -4.10035
H 3.84571 2.44178 -0.31371
H -3.77907 -6.69942 0.88440
H -4.60131 -0.52027 0.61392
H -3.41464 -6.15527 -0.79138
C -1.21915 2.16528 -7.80927
C -1.12443 -1.13221 -1.23399
H 5.97927 1.20468 -1.37851
H -0.70752 -2.01239 -1.72347
H -1.15525 6.72086 1.87877
O -0.13300 -5.99382 0.01762
H 3.95028 0.20423 0.51672
H -0.98588 -2.31818 8.39461
H 2.90920 -2.08617 -0.12236
H -0.24607 -0.22733 -8.22107
H -1.07507 -4.57517 -1.01595
C -4.07978 -0.73287 4.77275
H -4.62187 4.59609 2.48266
O -0.60065 -0.37028 7.74580
C 6.05908 -3.06018 2.17136
H -2.44891 4.19163 0.35910
C -0.72390 -0.18633 -7.24224
H -0.39687 5.44845 1.06611
H -4.68672 2.14027 0.07530
O -3.94364 0.45103 3.98644
H -1.77910 -0.44594 -7.32743
H 1.12950 3.06113 2.12161
H -1.08919 0.98169 -1.65085
C 0.03987 -2.48831 -7.02978
H 2.02255 4.54298 6.75686
C 3.59726 0.47545 3.94077
C -0.92387 -4.86859 0.02286
C -0.40119 0.13078 2.31864
H -6.01615 0.68823 4.15638
O 1.13915 5.39378 -2.63114
H 6.06851 -4.09321 1.82372
H 1.77260 1.46415 -1.83326
H -4.90512 -0.71226 5.48444
H 5.53757 0.53748 1.05167
H -0.05712 2.49021 0.97862
H -1.44887 -3.73079 -3.44043
H 1.34328 6.09199 -0.65866
H -3.33346 -0.73094 -5.34543
H -5.16258 2.96504 3.76861
H -4.96163 4.11852 0.86566
O -2.00502 4.91114 2.30857
H -0.89202 3.19729 -7.68250
H 0.79188 2.28335 7.20194
H 7.30024 -1.39664 2.45182
H -3.24992 2.47933 2.61721
C 5.84497 -3.14734 3.69143
H 1.17119 0.94299 -6.19478
H -2.19792 -1.28653 -1.12491
H 2.99779 3.96523 -1.12782
H -2.54970 -2.40085 -4.11198
H -0.10908 5.74634 2.82290
C 0.57983 0.74959 5.99354
N -4.06847 2.63603 2.04666
H -0.46455 2.71113 2.72528
H -0.01678 -0.78785 2.76188
N -5.23830 1.78056 -0.69051
C 0.97711 -0.84570 -3.46925
O 4.36128 0.16551 -2.08802
C -0.58392 1.24624 -6.72135
H 5.18369 -2.11347 0.49363
C -5.18425 2.28600 2.91624
N 4.54893 2.26005 0.38811
H 3.05528 1.15707 4.59633
H 4.93651 -3.69480 3.94259
C 3.90263 2.63241 1.67253
O 2.47411 5.09918 4.75561
H 2.88705 0.21104 3.15733
H 1.45527 -0.16345 7.77861
N 0.75587 1.71469 -6.69687
C -0.83285 0.04553 -2.14684
C -3.53829 -4.34722 -3.73307
H 2.74107 6.15202 -1.68887
H -4.57652 -8.18060 -3.97924
H -1.46663 0.03134 -3.03354
H 3.28370 3.63249 5.85206
C -0.88336 -1.30346 8.77921
H -6.05290 -0.50641 -0.29439
O 0.66917 0.99227 2.13455
H -0.46613 0.96894 5.77922
C 0.28595 2.38032 2.00736
H 0.48496 -3.25656 -6.39748
H -1.11315 1.21377 -5.76901
H 0.48954 4.04059 -1.31995
H 3.90029 -0.39881 4.51690
H 3.33996 1.57613 -1.80619
O 3.64711 -3.05734 1.51852
N 7.28901 -2.30146 2.00318
C 0.63101 -0.33703 7.08682
H 1.66541 -6.89159 -0.51412
H 3.59766 3.67764 1.62180
H -0.08114 -1.25789 9.51574
C -4.21872 4.01110 1.65600
N -0.48284 -0.99368 0.08859
H 3.38414 2.77130 -3.93229
H -1.89876 -3.74865 -5.08388
C 4.87481 0.10858 -3.41649
H -2.30562 2.12811 -7.72997
H 5.26814 1.08771 -3.68982
C -1.19484 -0.12222 1.03923
H -2.16216 -0.51061 1.35786
H -0.43875 -4.04744 0.55056
H 3.28417 6.59811 5.65157
H -2.94449 -8.43577 -4.64640
H 4.32385 2.92785 3.85150
N 1.27942 1.98238 6.37019
O -0.02933 -1.16972 -6.40457
H 0.42152 -0.61736 -0.15761
C -3.01012 -6.33088 0.20543
H -4.82104 1.62885 -3.20677
C -3.86082 -7.85180 -4.73273
H 0.67808 -1.34079 6.66452
O -3.65876 -6.47860 -4.80796
C 1.12161 3.99206 -2.20665
C -2.91016 4.70987 1.19980
C 2.31887 4.13582 5.79016
H 3.62294 4.46693 -3.52664
H -3.16687 -1.03429 5.28641
H -2.14508 -5.22260 1.85643
C -4.02356 -0.09282 -4.79347
H -3.47236 0.84719 -1.07245
H -4.39773 -2.78186 -2.50333
H 0.28064 3.55230 5.21913
H 4.62420 -1.40120 1.99270
*
```

---

What is the most stable structure shown above? It is entry c.